No. 1
DFT (ωB97M-V/def2-TZVPD) results for an isolated ion of composition C23H32F9N4OS and charge +1 in a non-equilibrium geometry.

Computed properties:
Lowest unoccupied orbital energy ... -4.6 eV
Net charge ... +1
Frontier orbital gap ... 0.2542 Ha
SMILES string ... CCNn1c(CCC(C)C)n[n+](CC(=O)c2ccccc2)c1CCCCC(F)(F)C(F)(F)S(F)(F)(F)(F)F

Atoms and positions in Å:
C 0.65872 -0.98807 2.27054
C 0.19396 -1.71008 0.87278
N 0.37755 -0.82568 -0.37129
N -0.85236 -0.23158 -0.60583
C -2.00608 -0.88884 -1.33064
C -2.17253 -2.35202 -2.05131
C -0.76913 -3.14558 -2.34890
C 0.13247 -2.53079 -3.57271
C -0.55437 -1.28210 -4.38383
C 1.65439 -2.05289 -3.11695
N -3.17016 0.08893 -1.32534
N -2.69287 1.21122 -0.66694
C -3.75396 2.30070 -0.55330
C -4.77000 1.80646 0.67897
O -5.95407 2.45457 0.86280
C -4.40635 0.50744 1.66764
C -3.62742 0.76555 3.09459
C -3.23110 -0.54454 4.04064
C -3.57114 -2.10210 3.63711
C -4.39178 -2.37074 2.21411
C -4.77855 -1.05128 1.27832
C -1.25970 1.16309 -0.18571
C -0.46436 2.37121 0.58543
C 0.38027 3.38272 -0.39110
C 1.94482 3.65026 0.11645
C 2.65984 2.17628 0.17482
C 4.33095 2.24775 0.11722
F 4.63010 3.70795 0.37916
F 4.87006 1.99719 -1.24996
C 5.06686 1.42921 1.31989
F 6.40188 2.10178 1.53939
F 4.36565 1.54276 2.64897
S 5.41652 -0.37197 1.02769
F 6.61122 -0.30935 2.30360
F 6.61147 -0.09801 -0.16697
F 4.14834 -0.59567 -0.09461
F 4.26166 -0.74025 2.28809
F 5.75273 -2.05217 0.89676
H -0.24176 -0.80377 3.03226
H 1.19229 0.04549 2.14277
H 1.44218 -1.69994 2.81488
H 0.90803 -2.64451 0.72371
H -0.93503 -2.01981 1.00732
H 1.02619 -0.07339 -0.05192
H -2.84024 -3.05946 -1.35933
H -2.81902 -2.21574 -3.04447
H -1.07668 -4.24806 -2.68464
H -0.07153 -3.28345 -1.41561
H 0.30877 -3.39981 -4.37082
H 0.10543 -1.11711 -5.36335
H -0.50662 -0.29330 -3.74975
H -1.63947 -1.53328 -4.78416
H 2.48846 -2.33600 -3.89762
H 1.86175 -2.49886 -2.05369
H 1.63148 -0.86404 -3.01327
H -4.37772 2.26001 -1.54473
H -3.32085 3.36431 -0.31945
H -3.32368 1.82844 3.48540
H -2.67041 -0.36245 5.06556
H -3.24548 -2.99024 4.33129
H -4.64947 -3.47832 1.87781
H -5.33624 -1.24338 0.26674
H -1.30446 3.04082 1.10604
H 0.14900 1.89435 1.46038
H 0.48109 2.84556 -1.44481
H -0.18341 4.40274 -0.61003
H 1.90983 4.20743 1.14479
H 2.40947 4.38079 -0.70497
H 2.29239 1.64537 1.15086
H 2.29219 1.58827 -0.79680

Löwdin population analysis, charges in e, atoms 1 to 8: number 1, C, carries -0.090; number 2, C, carries -0.188; number 3, N, carries 0.002; number 4, N, carries -0.028; number 5, C, carries -0.038; number 6, C, carries -0.117; number 7, C, carries -0.175; number 8, C, carries -0.372

***

No. 2
DFT (ωB97M-V/def2-TZVPD) results for a 2-piece molecular cluster, C23H32FN3O8S overall in a non-equilibrium geometry.

Computed properties:
Lowest unoccupied orbital energy ... -0.8 eV
Net charge ... 0
Frontier orbital gap ... 0.3056 Ha
SMILES string ... CCCOCc1c(S)c(CCN)c(NCC)c2c1C(=O)N(CCCC(=O)O)C2=O.O=C1OC[C@@H](F)O1

Atoms and positions in Å:
C 3.64420 -3.39785 2.26858
C 2.69119 -4.48342 1.72510
C 1.44266 -3.80412 1.14483
O 0.88847 -4.64259 0.13868
C 0.03491 -3.98362 -0.77754
C -0.84034 -2.89776 -0.17669
C -2.00176 -3.20462 0.50827
S -2.41937 -4.94627 0.67554
C -2.82117 -2.26181 1.07888
C -4.05529 -2.64777 1.84614
C -4.00449 -2.11274 3.31231
N -2.72574 -2.28089 3.98474
C -2.46678 -0.91444 0.95696
N -3.22309 0.12562 1.49692
C -4.59622 0.31009 0.96684
C -4.82393 -0.17164 -0.46437
C -1.31704 -0.64105 0.30308
C -0.51074 -1.59253 -0.27238
C 0.65501 -0.91085 -0.94391
O 1.64171 -1.42574 -1.41576
N 0.35209 0.47536 -0.90590
C 0.27354 1.13330 -2.22103
C -0.13189 2.59648 -2.16845
C 0.75509 3.48392 -1.26777
C 2.15651 2.95758 -1.08768
O 2.88870 2.78438 -2.03621
O 2.60662 2.72754 0.18490
C -0.65979 0.68050 0.05163
O -0.92282 1.72179 0.62964
H 3.36367 -3.15648 3.29326
H 3.57789 -2.47901 1.69082
H 4.66455 -3.77213 2.27007
H 2.38288 -5.10597 2.56098
H 3.16214 -5.08657 0.95514
H 1.75908 -2.86660 0.69130
H 0.72952 -3.66737 1.96369
H 0.57675 -3.56894 -1.62836
H -0.63327 -4.74844 -1.16512
H -2.04068 -5.13941 1.95321
H -4.15522 -3.72119 1.91560
H -4.94228 -2.21728 1.38947
H -4.26290 -1.06172 3.37090
H -4.74582 -2.65657 3.89643
H -2.42089 -3.24327 3.98544
H -2.01419 -1.67049 3.61242
H -2.74037 1.00920 1.41207
H -4.80981 1.37709 0.98235
H -5.31471 -0.13094 1.65673
H -5.72482 0.26364 -0.89080
H -3.99449 0.05680 -1.13017
H -4.99689 -1.24552 -0.47226
H 1.27114 1.08204 -2.65166
H -0.37633 0.60561 -2.92518
H -0.15546 3.03236 -3.16053
H -1.14676 2.65974 -1.77758
H 0.85994 4.44785 -1.76661
H 0.30218 3.71085 -0.30999
H 2.24723 1.89510 0.51432
O 6.04482 8.46282 -1.99077
C 5.44567 7.49418 -2.30734
O 5.71550 6.23904 -1.86954
C 4.68861 5.37320 -2.36736
C 4.18670 6.14021 -3.56425
F 2.86096 5.93310 -3.77669
O 4.38643 7.48586 -3.17349
H 3.91684 5.24930 -1.60847
H 5.08943 4.39694 -2.62442
H 4.73275 5.94609 -4.48898

Löwdin population analysis, charges in e, atoms 1 to 8: number 1, C, carries -0.099; number 2, C, carries -0.203; number 3, C, carries -0.220; number 4, O, carries -0.121; number 5, C, carries -0.183; number 6, C, carries -0.171; number 7, C, carries -0.421; number 8, S, carries 0.877

***

No. 3
DFT (ωB97M-V/def2-TZVPD) results for one molecule with the formula C23H32N2.

Computed properties:
Lowest unoccupied orbital energy ... 0.8 eV
Net charge ... 0
Frontier orbital gap ... 0.3256 Ha
Relative energy (zero: lowest compared OMol25 entry of this formula, charge and spin) ... 1.3 kcal/mol
SMILES string ... CCCCN(Cc1ccccc1)C1CCN(Cc2ccccc2)CC1

Atoms and positions in Å:
C -5.16787 -0.99084 0.45618
C -4.31369 0.18683 0.00189
C -2.87179 -0.22959 -0.27398
C -2.02154 0.97047 -0.72013
N -0.67511 0.69268 -1.17130
C -0.60442 0.08276 -2.48525
C -1.12639 1.02725 -3.53648
C -0.64591 2.33053 -3.58870
C -1.11051 3.21267 -4.54579
C -2.06000 2.80172 -5.46761
C -2.54281 1.50598 -5.42335
C -2.07966 0.62497 -4.46057
C 0.24859 0.18908 -0.17058
C 0.42084 -1.33539 -0.09784
C 1.39059 -1.68756 1.02710
N 2.67961 -1.07850 0.76882
C 3.74929 -1.58092 1.62051
C 3.57284 -1.28466 3.09060
C 2.87114 -2.16016 3.91104
C 2.65082 -1.85846 5.24333
C 3.13013 -0.67390 5.77569
C 3.83730 0.20214 4.97019
C 4.05609 -0.10203 3.63823
C 2.57274 0.36692 0.75488
C 1.63950 0.80386 -0.37022
H -4.76762 -1.42274 1.37115
H -6.19026 -0.67239 0.64608
H -5.18644 -1.76562 -0.30749
H -4.74244 0.61859 -0.90552
H -4.32330 0.96151 0.77230
H -2.86424 -0.99277 -1.05496
H -2.44562 -0.66708 0.63141
H -2.53393 1.47538 -1.54458
H -1.95201 1.68258 0.10888
H -1.15072 -0.87318 -2.54737
H 0.44726 -0.12216 -2.70205
H 0.08780 2.64233 -2.86103
H -0.73170 4.22412 -4.57644
H -2.42306 3.49017 -6.21669
H -3.28512 1.18008 -6.13771
H -2.46382 -0.38539 -4.42839
H -0.12913 0.53514 0.79925
H 0.83238 -1.70581 -1.03711
H -0.53592 -1.82792 0.07914
H 1.52612 -2.77196 1.06540
H 0.96477 -1.35968 1.99349
H 3.80371 -2.66249 1.46397
H 4.68179 -1.13515 1.26157
H 2.50093 -3.09084 3.50439
H 2.10471 -2.55050 5.86817
H 2.95810 -0.43708 6.81543
H 4.22095 1.12495 5.38096
H 4.61597 0.58309 3.01725
H 3.56984 0.78209 0.58558
H 2.19394 0.76100 1.71575
H 2.05714 0.47448 -1.32177
H 1.56013 1.89138 -0.38572

Löwdin population analysis, charges in e, atoms 1 to 8: number 1, C, carries -0.118; number 2, C, carries -0.273; number 3, C, carries -0.204; number 4, C, carries -0.185; number 5, N, carries -0.141; number 6, C, carries -0.152; number 7, C, carries -0.224; number 8, C, carries -0.038